(1)
48
Properties=species:S:1:pos:R:3:forces:R:3:mulliken_charge:R:1 method="wB97M-V/def2-TZVPD" de_lowest_kj_mol=4.3 total_charge=0 e_tot_ev=-59783.92922
C -2.586 0.512 -1.049 -0.184 0.308 0.134 -0.969
H -2.051 0.899 -0.177 0.033 -0.015 -0.019 0.371
O -2.155 -0.787 -1.390 0.548 -0.378 -0.218 -0.430
C -0.819 -1.049 -1.461 -0.104 -0.082 -0.141 0.938
C 0.143 -0.054 -1.484 0.017 -0.083 -0.164 -0.403
C 1.508 -0.346 -1.526 -0.439 -0.488 -0.083 0.590
C 1.899 -1.683 -1.617 -0.028 0.274 0.089 -1.078
C 0.952 -2.682 -1.589 -0.341 -0.019 0.017 -0.709
C -0.408 -2.397 -1.491 0.243 0.213 -0.121 0.121
O -1.209 -3.501 -1.399 0.289 0.077 0.134 -0.500
C -2.616 -3.401 -1.371 -0.706 -0.017 -0.165 -0.515
C -3.206 -2.699 -0.144 0.224 -0.253 -0.334 0.394
O -4.321 -2.242 -0.145 -0.125 0.109 -0.184 -0.621
N -2.363 -2.699 0.931 0.446 -0.194 0.254 -0.111
C -2.590 -1.978 2.109 -0.185 0.174 0.080 -0.519
C -1.627 -1.079 2.577 -0.094 -0.016 0.055 0.681
C -1.836 -0.318 3.712 0.025 -0.037 -0.044 -0.707
C -3.027 -0.448 4.406 0.031 -0.051 -0.061 -0.395
C -3.980 -1.359 3.992 0.013 -0.033 -0.083 -0.676
C -3.758 -2.132 2.861 0.193 0.155 0.018 0.688
Cl -4.910 -3.332 2.430 -0.161 -0.216 0.226 -0.206
H -4.895 -1.491 4.545 -0.094 -0.029 0.031 0.422
H -3.203 0.153 5.284 -0.018 0.054 0.093 0.376
H -1.077 0.375 4.036 0.089 0.058 -0.004 0.428
Cl -0.129 -0.920 1.710 -0.041 0.007 0.199 -0.118
H -1.395 -2.941 0.756 -0.211 -0.035 -0.055 0.409
H -3.009 -2.904 -2.263 0.044 -0.056 0.213 0.275
H -2.965 -4.440 -1.367 0.012 0.166 0.013 0.385
H 1.240 -3.721 -1.623 0.021 -0.124 -0.005 0.446
H 2.946 -1.937 -1.669 0.124 -0.028 -0.023 0.397
C 2.515 0.688 -1.465 0.072 0.683 0.344 -0.707
C 2.403 1.891 -0.854 0.572 -0.811 -0.636 1.332
C 1.268 2.254 -0.091 -0.512 0.130 0.399 -0.115
N 0.363 2.560 0.544 -0.271 0.052 0.097 -0.571
C 3.480 2.891 -0.850 0.554 0.302 -0.279 0.057
N 3.496 3.724 0.189 -0.404 -0.308 0.055 -0.431
C 4.436 4.645 0.252 0.333 0.249 -0.022 -0.241
C 5.420 4.800 -0.713 -0.038 -0.085 -0.060 -0.461
C 5.399 3.946 -1.806 0.013 0.020 0.119 -0.478
C 4.416 2.978 -1.884 -0.102 0.001 0.161 -0.565
H 4.360 2.318 -2.736 -0.031 -0.032 -0.066 0.353
H 6.136 4.039 -2.591 0.031 0.009 -0.044 0.413
H 6.171 5.568 -0.618 0.041 0.079 0.024 0.370
H 4.394 5.288 1.122 0.081 0.105 0.033 0.411
H 3.470 0.431 -1.905 0.087 0.100 -0.024 0.393
H -0.168 0.976 -1.478 -0.128 0.028 0.028 0.640
H -3.643 0.402 -0.812 0.056 0.064 -0.011 0.303
H -2.467 1.203 -1.888 0.025 -0.026 0.033 0.330

(2)
50
Properties=species:S:1:pos:R:3:forces:R:3:mulliken_charge:R:1 method="wB97M-V/def2-TZVPD" de_lowest_kj_mol=0.0 smiles="O=C(c1ccoc1)n1nc(-c2cccn(Cc3ccsc3)c2=O)cc1NCc1ccc(Cl)s1" total_charge=0 e_tot_ev=-70420.29443
O 2.563 4.167 -0.416 0.021 -0.954 -0.375 -0.615
O 0.464 -2.410 0.728 -1.269 -0.235 0.620 -0.743
Cl -0.248 2.061 -6.175 0.922 -0.177 0.879 -0.190
N 0.636 1.716 1.282 -1.263 1.308 0.784 -1.117
O 0.258 6.661 1.989 0.305 0.204 -0.648 -0.344
S -3.998 -4.419 -1.706 1.166 -0.277 1.584 -0.153
S 1.965 2.046 -3.938 -0.576 -0.625 -0.141 -0.135
C 1.789 3.720 0.414 0.891 0.343 -0.634 0.746
C -0.447 -1.889 1.400 1.990 -0.197 -1.255 0.443
C 0.676 0.429 1.085 1.647 -0.245 -1.079 -0.090
C 0.128 5.784 3.024 1.443 -2.572 -0.471 -0.348
C 0.900 6.023 0.958 0.014 -1.337 0.985 -0.551
C -4.400 -5.550 -0.423 0.692 0.134 0.417 -0.265
C -2.595 -3.834 -0.763 -0.894 -0.119 -0.121 -0.229
C 0.893 1.267 -5.095 0.537 -1.633 -0.190 0.171
C 0.699 4.582 2.633 -0.791 0.381 1.078 -0.480
C -3.543 -5.464 0.645 0.236 1.189 -1.180 -0.880
C 1.096 -0.109 -5.099 0.323 1.026 0.654 -0.371
C -1.365 0.107 2.492 0.506 -2.081 -0.960 -0.167
C 1.771 0.128 0.180 -1.396 0.190 0.845 -0.886
C -2.480 -0.740 2.950 1.274 0.234 -0.573 -0.883
C 2.054 -0.523 -4.100 -0.173 0.893 0.449 -0.717
C 1.186 4.717 1.299 -1.556 0.459 1.188 0.440
C -0.348 -0.437 1.671 -3.231 0.036 2.260 0.312
C 2.269 1.328 -0.212 0.802 -0.670 -1.338 0.348
C -2.522 -2.078 2.639 0.114 0.931 0.324 0.003
C 2.594 0.504 -3.354 -1.220 -0.464 -1.308 0.812
C -2.513 -4.412 0.454 -1.726 -1.929 0.723 0.592
N 1.556 2.318 0.483 0.963 0.048 -0.420 0.805
N 3.280 1.449 -1.176 0.393 1.902 0.157 -0.181
N -1.521 -2.677 1.889 0.102 1.616 0.591 0.248
C 3.590 0.450 -2.226 -0.783 0.553 0.639 -1.204
C -1.584 -4.108 1.599 0.970 -0.436 -0.333 -1.219
H -0.272 5.982 4.030 0.059 0.728 -1.107 0.380
H 1.138 6.493 0.029 -0.299 0.701 -0.034 0.473
H -5.220 -6.266 -0.486 0.220 0.433 -0.275 0.397
H -1.936 -3.039 -1.070 -0.175 0.096 -0.450 0.491
H 0.776 3.686 3.246 -0.129 0.337 -0.232 0.405
H -3.618 -6.084 1.537 0.001 0.165 -0.199 0.309
H 0.594 -0.824 -5.743 -0.066 0.351 0.075 0.396
H -1.308 1.149 2.780 -0.147 -0.008 -0.099 0.527
H 2.102 -0.825 -0.132 0.068 -0.661 -0.245 0.574
H -3.263 -0.281 3.550 0.154 -0.286 -0.137 0.360
H 2.260 -1.560 -3.860 0.027 0.056 -0.176 0.370
H -3.357 -2.682 3.039 0.733 0.050 -0.579 0.323
H 3.514 2.420 -1.458 -0.403 -1.045 0.589 0.329
H 3.696 -0.560 -1.791 -0.240 0.450 -0.338 0.391
H 4.545 0.726 -2.658 0.369 0.065 0.302 0.365
H -0.575 -4.502 1.335 -0.508 0.738 0.325 0.343
H -1.879 -4.639 2.525 -0.099 0.333 -0.570 0.414

| no. | Kohn-Sham gap (Ha) |
| --- | --- |
| 1 | 0.2837 |
| 2 | 0.2894 |